Molecular formula: C39H80BrFN4O13P
Method: DFT, ωB97M-V with the def2-TZVPD basis set

Computed properties:
HOMO: -11.2 eV
net charge: +1
F_max: 0.036 Eh/bohr
orbital gap: 6.81 eV
2S+1: 1

Each line ends with the Mulliken charge.
Atoms and positions in Å:
H  10.50814  4.74312  0.65173  0.35
C  3.21131  0.68752  3.04661  -0.93
H  8.85180  5.12642  1.15214  0.21
H  3.26189  -1.90314  -1.71438  0.27
N  3.30500  -3.72288  3.83743  -0.51
H  -4.11824  1.29938  3.73310  0.30
H  -5.46703  -7.15992  -7.61060  0.36
N  5.93516  -1.68959  0.86947  0.11
H  3.45308  -3.53319  4.82157  0.23
H  -2.12053  -1.02309  0.87588  0.37
C  3.41272  -4.83139  -0.29356  0.46
C  1.29046  0.47174  1.66958  0.52
H  -0.16792  -0.37461  -0.07555  0.08
H  0.23263  2.27806  1.04006  0.36
H  2.72697  -1.04274  4.72522  0.41
H  1.79384  0.11680  0.76900  -0.15
O  2.18090  1.28376  2.46422  -0.32
O  -2.55178  -1.69616  -4.96007  -0.53
H  -5.92046  -4.38435  -8.44904  0.35
C  -2.15045  0.02657  0.59067  -0.46
H  5.83049  2.31784  0.76157  0.49
H  -5.28555  -3.28212  -1.17331  0.47
C  -3.88033  -1.14385  -0.95699  -0.50
H  8.06968  3.90120  2.93895  0.43
O  7.65478  4.44554  -1.12090  -0.54
C  -0.74879  0.51087  0.19267  -0.27
C  -6.48710  2.32129  3.73135  -1.44
H  9.47194  3.21814  -2.64047  0.36
H  -4.35707  -5.36128  -6.31318  0.16
C  -5.97515  -2.44549  -1.21520  -0.79
H  0.81923  -0.09481  -3.66399  0.42
C  5.55517  1.91558  1.73489  -1.62
C  5.26838  0.43712  1.65061  -0.14
H  -8.53355  -5.22640  0.88546  0.31
C  1.27602  -0.87671  -3.05695  -1.57
H  1.62406  0.33126  -1.31565  -0.10
N  3.59960  -4.42601  1.00989  0.10
H  0.95613  -0.39896  2.22816  0.03
H  -4.11001  3.74337  3.89758  0.30
H  -3.75242  3.76301  2.17662  0.30
H  6.83643  4.21127  1.75161  0.44
C  -6.05460  -6.49957  -6.97237  -1.49
O  3.92217  -4.37302  -1.25225  -0.44
C  -5.33266  -5.17692  -6.76668  0.67
H  -2.71672  0.57106  -1.43112  0.43
H  7.12786  0.98218  -0.20455  0.19
H  -1.98271  -4.42748  -6.85087  0.37
H  -1.99321  6.49946  6.91677  0.34
H  -2.84378  6.32242  4.63101  0.30
C  3.98078  -1.58014  2.19591  0.93
C  -2.07253  -3.35906  -6.65034  -1.44
C  3.32109  0.51725  -2.62812  -1.77
H  -4.87640  8.32440  5.31530  0.32
H  -7.09750  -4.00349  -6.34470  0.47
H  -9.60189  -4.51417  -0.33381  0.27
H  -1.13123  -2.87375  -6.92641  0.44
H  -4.99151  6.12102  6.44824  0.26
C  -4.02152  6.53609  6.17222  0.43
C  9.88050  3.93351  -1.92586  -1.50
H  -6.32074  -4.67135  -4.89850  0.34
O  3.43159  0.86916  4.20002  -0.54
C  4.85565  -3.75898  1.19667  -0.24
H  7.66615  1.75040  2.20445  0.44
H  -4.40447  8.49938  7.01323  0.38
C  -2.39955  -3.09933  -5.18944  0.99
H  7.71518  5.30760  -1.54656  0.35
C  0.02897  1.24518  1.30509  -1.01
C  -8.74308  -4.33592  0.30866  -1.01
H  8.85881  3.08267  -0.23654  0.01
O  2.72672  -1.32052  -1.16015  -0.31
O  -5.07248  -4.55803  -8.02699  -0.54
H  7.65613  -0.54742  -0.37474  0.34
C  -4.12883  8.04877  6.05919  -1.31
H  3.49204  -5.18083  1.67562  0.27
O  5.89245  -4.31941  1.03396  -0.50
N  7.29878  0.11927  0.30235  -0.44
H  2.93070  1.34063  -3.22515  0.42
H  -1.71284  -1.27472  -5.17345  0.31
H  -3.95810  0.88339  -0.25574  0.36
C  -2.98100  6.12872  7.20430  -1.30
H  -3.22409  6.52515  8.19068  0.39
C  -7.58946  -4.03102  -0.59928  0.71
H  3.97525  0.92976  -1.85522  0.30
C  9.52303  5.05101  0.29932  -1.24
H  6.58986  -2.28308  0.36659  0.33
H  -2.52651  0.58341  1.44533  -0.03
H  -5.60441  -3.28986  -5.74777  0.28
H  0.48503  -1.45962  -2.58340  0.33
C  -6.13481  -4.23420  -5.88104  -1.29
H  10.88041  3.60675  -1.63890  0.38
H  -6.08964  2.31325  4.75009  0.35
C  4.87795  -2.29811  1.47242  0.07
H  -7.04457  1.39468  3.59085  0.36
H  -3.36124  -3.55247  -4.94661  -0.08
Br  6.66446  1.48821  4.42040  -0.10
H  -5.42412  -1.42536  0.54711  0.22
C  6.16711  -0.36862  0.92892  0.43
H  3.93547  -0.11708  -3.27383  0.40
C  -3.19225  0.16458  -0.53926  -0.80
H  -5.19670  4.58526  2.79069  0.40
H  -3.88013  -1.21856  -2.04637  0.19
O  -7.07511  -4.86939  -1.29113  -0.55
H  6.46031  4.19208  3.50357  0.46
H  -0.59575  1.23556  2.19467  0.50
O  -3.69904  5.96997  4.89974  -0.47
H  -2.91455  5.04237  7.27279  0.32
O  2.01382  -1.47259  4.22313  -0.52
H  -6.23750  -7.00407  -6.02274  0.37
H  -3.17477  8.47586  5.73806  0.35
H  -6.18260  -2.17915  -2.24985  0.25
H  -0.36543  -3.18019  -4.45753  0.20
C  4.18102  -0.18143  2.26860  1.29
C  2.19764  -0.29548  -2.00009  1.09
C  -1.33050  -3.65813  -4.26351  -1.22
H  -1.58980  -3.45744  -3.22231  0.25
H  2.77203  -4.57044  3.71240  0.27
C  8.97076  4.06092  -0.71408  0.87
C  -5.35470  2.42216  2.72207  0.59
P  2.53994  -2.43261  3.01950  0.18
C  6.78975  2.22818  2.62074  0.32
H  -0.84742  1.12589  -0.69685  0.51
H  4.69834  2.45297  2.12957  0.59
H  -8.97266  -3.48461  0.94072  0.29
H  9.96561  4.89375  -2.43943  0.37
H  -2.85153  -2.95146  -7.29367  0.30
C  -5.33756  -1.24660  -0.52506  -0.33
O  -4.48987  1.28776  2.84456  -0.51
C  7.02254  3.72005  2.70495  -1.58
H  -7.01504  -6.33616  -7.46815  0.37
H  -3.35973  -2.02815  -0.58812  0.40
C  -4.56291  3.70681  2.90663  -1.30
H  -7.17681  3.16061  3.63720  0.39
H  9.61115  6.05306  -0.12667  0.39
H  -5.89644  -0.34925  -0.78113  0.30
H  1.82598  -1.55374  -3.71706  0.46
H  -5.76274  2.38175  1.71087  0.26
F  2.50819  -5.78677  -0.36196  -0.25
O  -7.22988  -2.74273  -0.58427  -0.27
H  -1.21303  -4.73507  -4.39171  0.41

Atomic forces in eV per Å
H 0.0 0.0 0.0
C -0.2 0.1 0.0
H 0.1 0.0 0.0
H -0.1 -0.1 0.0
N 0.3 0.5 -0.3
H 0.0 0.0 0.0
H 0.0 0.0 0.0
N 0.1 0.5 0.1
H 0.2 -0.2 0.0
H 0.1 -0.1 0.2
C -0.4 0.2 0.0
C -0.5 0.0 -1.0
H 0.0 0.0 -0.3
H 0.2 0.1 0.0
H -0.3 0.1 0.2
H 0.3 0.1 0.0
O -0.1 -0.2 -0.3
O -0.2 0.0 0.2
H 0.0 0.0 0.0
C -0.5 0.3 -0.2
H -0.3 0.1 -0.2
H -0.2 -0.4 0.0
C -0.5 0.2 -0.3
H 0.1 0.0 0.1
O -0.1 -0.3 0.2
C 0.0 -0.4 0.4
C -0.1 -0.2 -0.1
H 0.0 0.0 0.0
H 0.1 0.0 -0.1
C 0.0 0.9 -0.2
H 0.0 0.0 0.0
C 0.6 -0.4 0.9
C -0.4 0.2 0.1
H 0.0 -0.1 0.1
C -0.1 -0.2 0.2
H 0.0 0.1 -0.1
N 0.2 -0.2 0.4
H 0.2 -0.1 0.2
H -0.1 0.0 0.1
H 0.0 0.0 0.0
H -0.2 0.0 -0.1
C 0.1 -0.1 0.0
O 0.4 0.5 -0.6
C -0.5 0.1 -0.1
H 0.1 0.1 0.0
H 0.1 0.2 0.3
H 0.0 0.0 0.0
H 0.0 0.1 0.0
H 0.0 0.0 0.0
C -0.2 0.4 1.2
C -0.1 0.1 -0.1
C 0.1 0.0 0.2
H 0.0 0.0 0.0
H 0.0 -0.1 0.0
H -0.1 -0.2 0.0
H 0.1 -0.1 0.1
H 0.0 -0.1 -0.1
C 0.4 0.3 0.0
C -0.1 -0.2 -0.1
H 0.0 0.0 0.0
O 0.7 0.2 1.1
C 0.2 0.0 0.0
H 0.1 -0.2 -0.1
H 0.0 0.0 0.0
C 0.5 0.1 -0.2
H 0.0 0.0 0.0
C -0.1 -0.3 0.2
C -0.2 0.6 -0.2
H -0.1 0.0 0.0
O 0.3 -0.1 0.2
O 0.3 0.0 0.1
H 0.3 0.0 0.1
C -0.1 0.0 -0.1
H -0.2 0.0 0.1
O 0.6 -0.4 -0.1
N -0.8 -0.5 -0.5
H 0.0 0.0 0.0
H 0.0 0.0 -0.1
H 0.0 0.1 0.1
C 0.0 -0.2 0.0
H 0.0 0.0 0.0
C -0.3 -0.4 -0.1
H -0.1 0.0 0.0
C -0.1 -0.1 0.1
H -0.1 -0.2 0.1
H 0.1 0.0 0.2
H 0.0 0.0 0.0
H -0.1 0.1 0.0
C 0.1 0.1 0.1
H 0.0 0.0 0.0
H 0.0 0.1 0.0
C -0.1 0.0 -0.3
H 0.0 0.0 0.0
H -0.1 0.1 0.1
Br 0.0 -0.1 -0.1
H 0.1 0.3 0.2
C 0.1 -0.2 0.0
H -0.1 0.0 -0.1
C 0.2 -0.4 -0.2
H 0.0 0.0 0.1
H 0.2 0.0 -0.1
O 0.4 0.0 -0.1
H -0.4 0.0 -0.1
H -0.1 0.4 0.1
O -0.2 -0.1 0.1
H 0.0 0.0 0.0
O 1.0 0.2 -0.2
H 0.0 0.0 0.0
H 0.0 0.0 0.1
H 0.1 -0.3 -0.2
H 0.0 0.0 -0.1
C 0.2 0.4 -1.0
C 0.1 0.2 -0.3
C -0.1 0.0 0.2
H 0.0 0.0 0.0
H -0.1 0.0 0.3
C 0.3 0.5 -0.2
C 0.1 0.2 0.4
P -1.4 -1.0 -0.7
C -0.3 0.2 -0.2
H 0.2 0.2 -0.1
H -0.1 0.1 -0.1
H 0.0 0.0 0.2
H 0.0 0.0 0.1
H -0.1 -0.1 0.0
C -0.3 -0.7 0.1
O 0.0 -0.1 -0.3
C 0.6 0.2 0.2
H 0.0 0.0 0.1
H 0.2 0.0 0.1
C 0.1 -0.2 -0.2
H 0.0 0.0 0.0
H 0.0 -0.1 -0.1
H 0.0 0.2 0.1
H 0.1 0.1 0.0
H 0.1 -0.1 0.0
F -0.3 -0.4 0.2
O 0.4 -0.1 0.4
H 0.0 0.0 0.0